A structure of composition C45H62F42N12O30S14 at a distorted geometry, computed with ωB97M-V/def2-TZVPD.

Values from the calculation:
Charge: -2
LUMO level: -0.0216 Eh
HOMO energy: -4.7469 eV
Calculated total energy: -14434.4043 hartree

```
205
Properties=species:S:1:pos:R:3:forces:R:3:mulliken_charge:R:1
C 2.248411 -9.354166 3.509010 -0.66 0.79 -1.53 -1.36
C 0.731321 -9.554006 3.499560 0.26 -0.09 1.82 -0.08
C 0.297031 -9.989866 2.138500 -0.70 0.11 0.01 -0.99
N -1.181579 -10.445576 2.034690 -1.20 0.68 -0.22 0.06
C -1.590249 -11.501626 3.133150 1.07 0.37 -1.06 -0.77
C -0.711029 -12.695736 2.940000 -0.43 -0.93 -1.25 -0.48
C -0.960449 -13.305306 1.513990 0.10 0.17 0.87 -0.68
C -0.729359 -12.345596 0.346590 -0.51 0.24 -0.20 -0.60
C -1.420829 -10.972516 0.542060 0.61 -0.46 1.14 -0.60
C -2.159879 -9.265636 2.277850 0.92 -0.27 -0.19 -1.08
H 2.421781 -8.597956 2.743390 0.49 0.14 -0.08 0.35
H 2.653111 -10.280796 3.101960 0.68 0.04 0.59 0.34
H 2.685971 -8.949326 4.421560 -0.16 -0.62 0.06 0.38
H 0.214851 -8.668136 3.869140 -0.06 0.09 -0.20 0.36
H 0.582151 -10.327706 4.252700 -0.52 -0.22 -0.06 0.22
H 0.987491 -10.771856 1.822480 -0.55 -0.30 -0.26 0.32
H 0.422191 -9.158786 1.444430 -0.28 -0.06 -0.18 0.56
H -1.521759 -11.107636 4.147140 0.31 0.64 -0.35 0.40
H -2.638109 -11.776016 3.011560 0.00 0.20 -0.51 0.51
H 0.363331 -12.517216 2.984490 -0.06 0.41 0.39 0.23
H -0.950769 -13.393226 3.742580 0.04 -0.29 -0.20 0.41
H -0.340169 -14.200926 1.479190 -0.08 0.01 -0.51 0.35
H -1.998649 -13.591236 1.345220 -0.15 -0.36 0.72 0.31
H 0.295801 -12.236026 -0.007150 0.15 0.17 0.48 0.36
H -1.234959 -12.814336 -0.497650 0.01 0.14 -0.23 0.39
H -1.030949 -10.278796 -0.202820 0.36 0.46 0.59 0.42
H -2.492899 -10.938876 0.348100 -0.08 -0.50 0.51 0.41
H -3.181459 -9.571506 2.052220 0.23 -0.19 -0.13 0.43
H -1.873909 -8.421526 1.650320 -0.02 -0.10 -0.01 0.43
H -2.118229 -8.977186 3.328170 0.18 -0.05 -0.13 0.41
C 2.241001 -1.375686 -0.318900 -0.65 1.35 -0.14 -0.88
N 1.608571 -0.080246 -0.660470 -1.16 2.32 -1.07 0.11
C 2.345331 1.065714 -0.808180 -1.47 0.83 -0.41 -0.36
C 1.723191 2.336184 -0.970250 -0.36 -1.58 0.98 -0.65
C 0.291091 2.467154 -0.932730 0.82 -1.07 0.11 0.48
C -0.424859 1.264554 -0.890150 1.25 -0.65 0.31 -0.79
C 0.268741 0.060374 -0.766640 -0.20 -0.34 0.47 -0.18
C -0.462889 3.743004 -0.895650 0.51 2.36 -2.21 0.86
C -0.313119 4.696214 -1.980500 -0.32 0.08 1.06 -0.69
C -0.951339 5.934784 -1.922640 0.31 -1.34 -0.53 -0.23
N -1.768929 6.204934 -0.917270 -1.52 0.12 0.66 0.01
C -2.055279 5.283334 -0.002350 0.24 -0.72 1.60 -0.21
C -1.369509 4.081154 0.109310 1.00 -0.57 -1.27 -0.83
C -2.603109 7.445694 -0.962350 -0.32 -0.20 -0.67 -0.89
H 2.951681 -1.556026 -1.125440 0.22 -0.40 0.55 0.34
H 1.440041 -2.113686 -0.275130 0.35 -0.07 0.03 0.26
H 2.614421 -1.096906 0.666470 0.67 -1.09 -0.05 0.42
H 3.421291 0.974164 -0.826330 0.02 -0.05 0.25 0.50
H 2.418181 3.157604 -0.877250 -0.25 0.36 -0.39 0.51
H -1.494889 1.128544 -0.836050 -0.16 0.57 -0.22 0.66
H -0.321469 -0.834866 -0.637790 0.10 -0.22 -0.08 0.47
H 0.240861 4.548174 -2.895700 0.28 -0.50 0.19 0.44
H -0.976899 6.655744 -2.726360 0.48 0.03 -0.09 0.51
H -2.813689 5.512024 0.731750 -0.04 0.29 -0.08 0.40
H -1.432789 3.317604 0.870480 -0.83 0.51 0.52 0.63
H -3.445949 7.235774 -1.620870 0.02 -0.03 -0.17 0.44
H -2.001829 8.227534 -1.426350 -0.13 0.11 0.44 0.37
H -3.049409 7.682774 0.003420 0.61 0.05 0.02 0.28
C -7.082689 5.553114 9.578550 0.06 -1.49 -0.27 -0.89
N -6.073409 4.365634 9.650010 -0.99 -0.85 -1.18 -0.10
C -4.704869 4.891714 10.010350 -0.89 -0.44 0.23 -0.87
C -6.588179 3.365004 10.685680 0.48 0.12 -0.13 -0.89
C -5.907219 3.552444 8.261760 -0.30 0.86 0.35 -0.67
C -5.762509 4.398404 6.937920 -0.48 -1.01 0.50 -0.46
O -6.940529 5.125804 6.655980 -0.10 0.11 1.28 -0.49
H -6.686559 6.363894 8.967160 0.11 -0.13 0.34 0.37
H -7.372889 5.795544 10.600860 0.50 0.33 -0.05 0.37
H -7.986109 5.177714 9.097920 0.19 -0.05 -0.17 0.39
H -4.010429 4.070264 10.186610 -0.16 -0.07 -0.17 0.36
H -4.852389 5.416834 10.954060 0.34 0.41 -0.27 0.40
H -4.372819 5.494204 9.164860 0.06 0.19 0.42 0.37
H -5.978769 2.461294 10.680570 0.27 0.21 -0.17 0.38
H -7.608319 3.028244 10.501240 0.01 0.49 -0.40 0.38
H -6.538619 3.797074 11.685160 0.06 0.21 -0.16 0.38
H -6.680199 2.797814 8.116380 -0.92 0.75 0.36 0.47
H -5.101529 2.866354 8.522990 0.75 0.60 -0.52 0.45
H -5.723479 3.623264 6.172590 0.77 -0.20 -0.02 0.42
H -4.863889 5.015214 6.926140 0.06 0.01 0.02 0.33
H -6.913299 5.522074 5.782010 0.15 -0.03 -0.29 0.30
C 8.984681 -6.131536 -3.977740 0.83 -1.06 0.04 -1.07
N 9.140181 -6.921236 -5.288480 1.35 0.15 0.10 -0.07
C 9.883921 -6.023596 -6.274590 -1.46 0.50 0.48 -0.94
C 10.041881 -8.197186 -5.048420 -0.46 1.20 -0.63 -0.83
C 7.753211 -7.389866 -5.791000 1.83 0.06 -0.27 -0.37
C 6.788091 -6.273946 -6.045390 -0.65 0.11 -0.53 -0.52
O 6.368701 -5.801276 -4.835310 -0.75 0.86 2.25 -0.50
H 8.488961 -6.828886 -3.302410 -0.17 0.43 0.11 0.39
H 8.464171 -5.178256 -4.069560 -0.15 -0.47 -0.40 0.31
H 9.986421 -5.942466 -3.591900 0.05 -0.08 -0.07 0.56
H 9.900451 -6.455926 -7.275060 0.39 -0.23 0.27 0.36
H 10.829171 -5.677516 -5.856480 0.11 -0.66 -0.13 0.40
H 9.282261 -5.116396 -6.330270 -0.02 -0.01 -0.18 0.41
H 9.983821 -8.805556 -5.950970 -0.50 -0.14 0.20 0.39
H 9.761021 -8.719136 -4.133660 -0.20 0.13 -0.23 0.35
H 11.093331 -7.911446 -5.017880 -0.20 0.44 0.43 0.36
H 7.483781 -8.045076 -4.962630 -0.67 -0.12 -0.44 0.38
H 7.961701 -7.912636 -6.724450 -0.06 -0.32 0.16 0.34
H 5.901011 -6.605376 -6.585130 0.36 -0.53 -0.50 0.50
H 7.194251 -5.430786 -6.604150 0.41 -0.24 -0.47 0.21
H 5.421191 -5.647586 -4.820880 -0.11 0.11 -0.02 0.30
C -2.315679 4.265084 -9.260840 -0.78 0.39 2.85 0.60
F -2.168129 3.095774 -8.535430 0.00 1.11 -1.33 -0.23
F -1.150989 4.888864 -9.334020 0.61 0.02 0.45 -0.22
F -2.687789 4.063234 -10.482980 -0.82 -0.92 -0.89 -0.20
S -3.534789 5.445654 -8.272470 0.06 0.57 -1.21 1.00
O -2.735679 5.953754 -7.139400 -1.33 -1.43 -1.80 -0.58
O -3.951769 6.408654 -9.286450 0.80 -1.11 0.95 -0.62
N -4.870989 4.402714 -7.952380 4.23 0.35 -2.37 -0.32
S -5.512999 5.087624 -6.774300 -3.66 0.12 5.81 0.92
O -4.868149 4.868924 -5.466480 -0.75 -0.12 -1.54 -0.62
O -6.033109 6.399794 -6.984530 0.14 0.92 -0.39 -0.61
C -7.203649 4.087044 -6.706190 1.18 1.01 -0.57 0.55
F -6.939669 2.845874 -6.270770 -0.85 0.34 0.15 -0.22
F -8.175539 4.706334 -5.933830 1.64 -1.33 -1.25 -0.21
F -7.646569 3.999414 -7.995830 -0.29 -0.04 1.23 -0.24
C 7.162201 6.418344 3.636670 0.57 0.47 2.02 0.60
F 7.649481 6.651394 2.433830 0.34 0.35 0.06 -0.19
F 8.062331 5.710164 4.359930 -0.61 -0.17 -0.87 -0.22
F 6.985891 7.531964 4.366700 0.13 0.42 -0.88 -0.23
S 5.553211 5.612344 3.407190 -0.71 -3.05 1.64 1.08
O 4.978741 6.181324 2.221310 0.17 0.51 0.51 -0.60
O 5.891331 4.193224 3.349690 0.06 1.51 0.03 -0.64
N 4.739801 5.942774 4.957630 2.84 -0.13 -2.70 -0.45
S 3.296281 5.623794 4.531330 -3.15 -0.23 -0.12 0.99
O 2.628481 6.726284 3.854400 -0.22 -0.58 1.21 -0.64
O 3.100531 4.340054 3.879350 -0.19 0.15 0.48 -0.64
C 2.480581 5.312264 6.310450 0.82 0.16 -1.60 0.58
F 2.214511 6.506674 6.903800 0.40 -1.35 0.17 -0.21
F 1.328571 4.653404 6.131030 -0.09 0.43 0.09 -0.23
F 3.253941 4.479424 7.056950 -0.51 1.38 -0.14 -0.22
C -1.989059 15.322524 -2.149120 -0.09 -0.34 -3.56 0.67
F -2.232329 14.586444 -1.146290 -0.86 -1.33 2.84 -0.22
F -2.895979 16.319004 -2.226210 1.00 -0.01 0.27 -0.23
F -0.723639 15.742324 -2.049040 -0.18 0.94 0.01 -0.23
S -2.069779 14.206734 -3.701150 1.01 1.49 0.62 0.93
O -1.577289 15.093834 -4.794500 -1.07 -2.00 2.38 -0.61
O -1.285319 13.037054 -3.313100 -0.44 1.25 -0.55 -0.63
N -3.712209 13.848174 -3.597820 2.79 1.69 0.57 -0.30
S -3.979989 13.277154 -5.000330 -2.97 0.24 -4.94 0.91
O -3.729009 14.175654 -6.153340 -0.38 -1.42 1.73 -0.64
O -3.519649 11.912984 -5.148510 -0.78 0.50 0.01 -0.58
C -6.002019 13.374774 -4.957110 1.74 -0.82 0.50 0.60
F -6.506859 14.605364 -4.705090 0.48 -0.66 -0.60 -0.23
F -6.562749 12.852284 -6.061000 0.37 0.77 0.19 -0.22
F -6.351239 12.589234 -3.946990 -0.51 -0.24 0.60 -0.24
C -1.202479 -2.600716 3.520210 -1.90 0.67 -0.68 0.59
F -0.398829 -1.648596 3.048500 0.16 -0.22 -0.33 -0.22
F -1.028949 -3.723736 2.781720 0.33 0.64 1.32 -0.21
F -0.939989 -2.711646 4.819440 0.28 -0.95 -0.32 -0.21
S -3.042619 -1.989656 3.401640 -0.55 -1.86 -1.05 0.97
O -3.851929 -2.717046 4.387610 1.83 0.58 -1.71 -0.59
O -2.951099 -0.586546 3.545260 0.52 1.24 0.24 -0.57
N -3.293059 -2.375796 1.680660 5.24 1.20 3.39 -0.27
S -4.754499 -2.554526 1.617100 -8.81 -1.50 0.27 0.92
O -5.223979 -3.906906 2.022660 0.68 1.75 -1.13 -0.68
O -5.565789 -1.458396 2.230630 1.55 -1.69 -1.47 -0.65
C -5.106769 -2.494166 -0.307440 0.61 1.67 1.07 0.56
F -6.340759 -2.811596 -0.647790 -0.09 -0.04 0.44 -0.20
F -4.890339 -1.192716 -0.744080 0.06 -1.64 0.33 -0.22
F -4.282369 -3.332436 -0.914560 0.32 0.11 -0.32 -0.21
C 9.643091 -4.460066 1.926660 2.69 1.69 1.14 0.69
F 9.417721 -5.475776 1.207740 -0.05 -2.56 -2.42 -0.22
F 9.348691 -3.354016 1.255730 -0.10 0.60 -0.32 -0.25
F 8.846971 -4.568846 2.951390 -0.63 0.51 1.75 -0.23
S 11.548711 -4.390226 2.537900 -0.09 -2.35 0.62 0.97
O 11.796271 -3.125306 3.130030 -0.36 1.00 -0.16 -0.61
O 11.611801 -5.556766 3.455490 -0.40 2.13 -2.29 -0.58
N 12.469881 -4.471176 1.091290 -2.65 3.34 2.12 -0.44
S 13.052851 -5.840986 1.006930 1.88 -6.46 1.69 1.12
O 13.913971 -6.236836 2.147980 -0.44 0.90 -2.41 -0.66
O 12.061321 -6.867206 0.690560 0.63 0.33 -0.78 -0.67
C 14.246671 -5.773966 -0.485180 -1.99 1.19 0.20 0.56
F 13.599171 -5.382526 -1.655560 0.43 -1.08 0.82 -0.25
F 15.106681 -4.839756 -0.244300 1.42 1.53 0.31 -0.22
F 14.922381 -6.885086 -0.650520 -0.42 -0.86 -0.45 -0.20
C -7.644939 9.412764 3.367220 -0.53 -1.76 -1.74 0.62
F -7.967399 10.656564 3.480460 -1.02 1.48 0.36 -0.20
F -6.362619 9.380254 3.100180 1.32 -0.46 -0.10 -0.22
F -7.879189 8.755354 4.494120 -0.04 -0.20 0.95 -0.24
S -8.635849 8.581464 1.959660 -0.34 2.07 -2.01 1.01
O -10.038339 8.621104 2.335320 1.41 -0.54 1.18 -0.61
O -8.396929 9.397124 0.749060 0.49 -1.10 2.38 -0.61
N -7.860289 7.060904 1.832430 -1.38 3.20 1.75 -0.36
S -8.563569 6.613034 0.518770 0.31 -3.73 -5.76 0.92
O -10.012649 6.597174 0.464490 0.75 0.15 0.57 -0.63
O -7.894389 7.039474 -0.732220 -0.81 -0.86 2.37 -0.60
C -8.134289 4.677854 0.624500 -0.62 2.63 -1.37 0.61
F -8.392979 4.260514 1.839870 0.13 -0.84 1.02 -0.24
F -8.836319 3.962914 -0.252620 -0.45 0.11 0.18 -0.23
F -6.864239 4.493424 0.291510 0.93 -0.24 0.52 -0.22
C 0.979451 -7.631446 -5.377310 -0.34 2.16 0.24 0.57
F 0.047061 -8.576756 -5.392370 0.66 0.01 -0.24 -0.20
F 1.974841 -8.015496 -4.497860 -0.78 0.29 -1.76 -0.23
F 1.432011 -7.387876 -6.662300 -0.13 -1.00 2.17 -0.22
S 0.112241 -5.985966 -4.699290 -1.01 -1.14 1.78 0.95
O -1.202069 -5.966596 -5.336200 2.14 0.22 -0.07 -0.56
O -0.038089 -6.278326 -3.246960 1.66 0.81 -2.26 -0.64
N 1.268731 -4.790716 -5.097740 -1.77 -2.06 0.36 -0.38
S 0.516541 -3.791196 -6.097810 -2.61 0.47 -1.73 1.04
O -0.052349 -4.368746 -7.324580 2.41 0.66 0.99 -0.60
O -0.488619 -3.004656 -5.425090 1.06 0.69 0.39 -0.61
C 1.976421 -2.558526 -6.527740 0.29 -1.11 -0.24 0.55
F 1.648601 -1.816766 -7.564200 -0.69 0.43 0.19 -0.19
F 2.279861 -1.773346 -5.475330 -0.15 -0.50 -0.53 -0.20
F 3.113101 -3.198946 -6.941440 -0.46 -0.06 0.90 -0.25
```
Forces are in eV/Å.

---

A structure of composition C30H20BrF4P2PtS2Se4, computed with ωB97M-V/def2-TZVPD.

Values from the calculation:
Charge: -1
LUMO level: 0.0815 Eh
HOMO energy: -3.9550 eV
Energy relative to the best compared isomer or geometry (same formula, charge and spin): 0.00 kJ/mol
Calculated total energy: -15333.0708 hartree

```
64
Properties=species:S:1:pos:R:3:forces:R:3:mulliken_charge:R:1
Pt -0.077001 -1.203294 -1.804437 -0.07 -0.10 -0.08 1.44
F -5.312659 1.579787 -5.872107 0.00 0.01 -0.01 -0.31
C -4.528145 1.313497 -4.828578 0.02 -0.01 0.01 0.49
C -5.080772 1.021808 -3.601702 0.02 0.01 0.01 0.29
F -6.406868 1.016942 -3.451630 -0.01 0.00 0.00 -0.31
C -4.252641 0.755257 -2.522486 -0.07 -0.04 -0.03 -0.21
F -4.879542 0.557019 -1.354558 0.03 -0.04 0.01 -0.43
C -2.871671 0.722289 -2.633343 -0.01 -0.05 0.11 0.84
P -1.737235 0.201599 -1.263022 -0.05 0.06 -0.07 -1.01
C -2.762255 -0.595785 0.007122 0.02 0.01 0.01 1.08
C -2.664980 -0.218426 1.340400 -0.05 0.02 0.02 -0.39
C -3.318636 -0.958508 2.319468 0.02 0.00 -0.01 -0.76
C -4.059151 -2.075272 1.970473 -0.01 0.00 -0.02 -0.47
C -4.134878 -2.468959 0.638208 -0.01 0.00 0.02 -0.86
C -3.479285 -1.742226 -0.337649 0.05 -0.01 -0.03 -0.51
C -1.315210 1.847576 -0.614874 0.04 -0.04 0.05 1.01
C 0.006448 2.272188 -0.644118 0.01 0.04 0.05 -0.57
C 0.338231 3.539758 -0.183760 -0.01 -0.03 -0.01 -0.70
C -0.649675 4.383089 0.299083 -0.01 0.01 0.01 -0.50
C -1.976055 3.963747 0.324428 0.02 0.01 0.00 -0.77
C -2.309226 2.699624 -0.132991 0.00 -0.01 -0.04 -0.20
C -2.332937 1.094661 -3.872734 0.03 0.11 -0.05 -0.43
Br -0.490153 1.370744 -4.131578 0.02 -0.04 0.00 -0.03
C -3.150784 1.370616 -4.952051 -0.02 0.01 0.00 0.36
F -2.648799 1.722907 -6.135949 0.01 0.00 0.00 -0.33
H -2.067026 0.638550 1.621664 -0.01 0.00 0.00 0.40
H -3.233281 -0.662827 3.357535 -0.01 0.00 0.00 0.41
H -4.565450 -2.651335 2.734985 0.00 0.00 0.00 0.38
H -4.691906 -3.355284 0.362640 0.00 0.00 0.00 0.41
H -3.496201 -2.070576 -1.371715 -0.01 0.00 0.00 0.38
H 0.784841 1.611659 -1.004545 -0.02 0.05 -0.06 0.46
H 1.375942 3.848597 -0.199554 -0.01 0.01 -0.01 0.46
H -0.391223 5.370918 0.660699 0.00 0.00 0.00 0.39
H -2.747923 4.620944 0.704964 0.00 0.00 -0.01 0.41
H -3.342037 2.369173 -0.106479 0.00 0.01 0.00 0.36
Se 1.941972 -2.506131 -2.462350 -0.07 0.02 0.10 -0.27
Se 1.123704 -4.527778 -3.373690 -0.15 -0.04 -0.07 -0.28
Se -1.164839 -4.290382 -2.933041 0.12 -0.05 -0.05 -0.24
Se -1.412276 -2.109552 -3.678005 0.05 0.02 0.02 -0.38
S 3.362041 0.847673 -1.103909 -0.01 0.02 -0.02 -0.38
P 2.696231 -0.257715 0.370067 0.01 -0.09 0.00 0.43
S 0.728558 -0.848169 0.375749 0.14 0.11 0.10 -0.67
C 3.756025 -1.720897 0.638304 0.02 0.01 0.03 0.70
C 3.231107 -2.987041 0.856746 0.00 -0.01 0.01 -0.17
C 4.082545 -4.060232 1.085071 -0.01 0.00 0.00 -0.62
C 5.455944 -3.871442 1.098963 0.00 0.01 0.00 -0.39
C 5.983685 -2.605175 0.877030 -0.01 -0.01 0.00 -0.60
C 5.136227 -1.534384 0.644009 0.01 0.00 0.00 -0.59
C 2.843579 0.585624 1.988882 0.01 0.03 0.01 0.42
C 3.567418 1.765473 2.094715 -0.04 0.03 0.02 -0.30
C 3.704136 2.394465 3.326791 0.00 0.00 -0.01 -0.64
C 3.118746 1.845496 4.456644 0.00 0.00 0.00 -0.38
C 2.393533 0.663875 4.354912 0.00 0.00 0.00 -0.70
C 2.256541 0.035853 3.127935 0.04 -0.01 0.00 -0.47
H 2.159889 -3.133653 0.813429 0.00 0.00 -0.01 0.34
H 3.667718 -5.049587 1.231321 0.00 0.00 0.01 0.39
H 6.117778 -4.711681 1.270726 0.00 0.00 0.00 0.36
H 7.056324 -2.455190 0.874389 0.00 0.00 0.00 0.37
H 5.541474 -0.549931 0.442091 0.00 0.00 0.00 0.35
H 4.008320 2.187958 1.199702 0.01 -0.01 0.00 0.38
H 4.267782 3.316446 3.400950 0.00 0.00 0.00 0.39
H 3.224214 2.336149 5.416564 0.00 0.00 0.00 0.37
H 1.932117 0.232255 5.234521 0.00 0.00 0.00 0.38
H 1.687647 -0.882784 3.049674 0.00 0.00 0.00 0.40
```
Forces are in eV/Å.

---

The following HOMO-LUMO gap values (in eV) correspond, in order, to the records above: 4.16, 6.17.